Molecular formula: C52H56BrCl3N4O2PTeW
Method: DFT, wB97M-V/def2-TZVPD

The geometry in XYZ format:
```
121
Properties=species:S:1:pos:R:3:forces:R:3
W -0.14464 0.06308 0.21257 1.5 0.0 -0.2
N 0.87814 3.18180 0.29250 0.1 -0.1 -0.1
P 0.86184 1.99978 1.54988 0.6 0.8 -0.2
C 2.63423 1.80603 1.95300 -0.1 -0.5 0.0
C 3.16516 0.54688 2.19848 -0.1 0.0 0.0
C 4.49043 0.40269 2.58447 0.1 0.0 0.0
C 5.29954 1.52046 2.70037 0.0 -0.1 0.0
C 4.77787 2.78374 2.44548 0.0 0.1 0.0
C 3.44929 2.92933 2.09154 0.0 0.0 0.0
C 0.40558 3.06323 2.95199 -0.2 -0.4 0.1
C 0.66447 2.56390 4.22552 0.0 0.0 -0.1
C 0.47536 3.37064 5.33480 0.0 0.0 0.0
C 0.02750 4.67367 5.17385 0.0 0.1 0.0
C -0.25797 5.16052 3.90585 0.0 0.1 0.0
C -0.07943 4.35748 2.79172 0.1 -0.1 -0.1
C 1.45642 2.50824 -0.80965 0.2 0.8 0.0
C 2.71710 2.69433 -1.26187 -0.4 0.1 -0.2
C 3.34897 1.54972 -1.86680 0.0 -0.3 -0.1
C 2.66955 0.43240 -2.16038 0.1 -0.1 0.3
C 1.16502 0.52397 -2.18148 0.1 0.2 -0.7
N 0.70310 1.41933 -1.14672 -0.2 -1.3 1.2
H 1.40302 4.01488 0.53531 0.0 0.0 0.1
H 2.53531 -0.32418 2.10784 0.1 0.0 0.0
H 4.88853 -0.58134 2.79475 0.0 0.0 0.0
H 6.33351 1.41468 3.00017 0.0 0.0 0.0
H 5.40886 3.65827 2.53243 0.0 0.0 0.0
H 3.04497 3.92507 1.94877 0.0 0.0 0.0
H 1.02519 1.54861 4.34234 0.0 0.0 0.1
H 0.68842 2.98556 6.32267 0.0 0.0 0.0
H -0.09171 5.31767 6.03467 0.0 0.0 0.0
H -0.62240 6.17075 3.77582 0.0 0.0 0.0
H -0.33025 4.73242 1.80821 0.0 0.0 0.0
H 3.29190 3.56848 -0.99770 0.0 0.0 0.2
H 4.42478 1.56998 -1.98103 0.0 0.0 0.0
H 3.15849 -0.45373 -2.52797 0.0 0.0 -0.1
H -0.36046 -0.79493 -2.48002 -0.3 0.2 0.2
C 1.83027 -1.41318 -6.91348 0.0 0.0 0.1
C 2.09518 -2.18034 -5.61454 0.1 -0.2 0.0
C 1.58762 -3.61620 -5.81633 0.0 0.1 -0.1
C 3.62026 -2.21301 -5.39880 -0.1 0.0 -0.1
C 1.45097 -1.53629 -4.36364 0.1 -0.5 0.2
C 0.89766 -0.19298 -4.52016 0.0 0.4 0.1
C 0.76351 0.78797 -3.60427 -0.1 0.1 -0.1
N 0.36248 -0.71713 -1.77243 0.5 0.0 0.3
C 1.17285 -1.89283 -1.88484 0.0 -0.2 0.7
C 1.59687 -2.23604 -3.19062 -0.1 0.2 -0.4
C 1.58422 -2.37979 -0.64988 -0.6 0.3 -0.6
C 2.38318 -3.54379 -0.49156 0.3 -0.3 0.3
C 2.66544 -4.06884 0.73507 -0.1 0.2 -0.6
C 2.11722 -3.37932 1.85348 -0.1 0.3 0.3
C 1.40172 -2.24080 1.67543 0.2 -0.3 0.4
N 1.12775 -1.68075 0.45998 -0.2 0.1 0.0
C 3.44937 -5.35195 0.92424 0.0 -0.2 0.0
C 4.60846 -5.12799 1.90500 -0.1 0.0 -0.1
C 2.48177 -6.40638 1.48738 0.0 0.1 0.0
C 4.02641 -5.88116 -0.39117 0.0 0.0 0.1
H 2.28591 -1.94702 -7.74765 0.0 0.0 0.0
H 2.26999 -0.41518 -6.88710 -0.1 0.0 0.0
H 0.76262 -1.33471 -7.12774 0.0 0.0 0.0
H 2.06462 -4.05780 -6.69295 0.0 0.0 0.0
H 0.50775 -3.62455 -5.97309 0.0 0.0 0.0
H 1.81233 -4.25775 -4.96533 0.0 0.0 0.0
H 4.11954 -2.61219 -6.28388 0.0 0.0 0.0
H 3.88850 -2.84238 -4.54964 0.0 0.0 0.0
H 4.00025 -1.20638 -5.21325 0.0 0.0 0.0
H 0.64040 0.08409 -5.53302 0.0 0.0 0.0
H 0.41400 1.78011 -3.86446 -0.1 0.0 -0.1
H 2.14219 -3.16878 -3.24832 0.0 0.0 -0.1
H 2.75253 -4.00791 -1.39222 0.0 0.0 0.0
H 2.26697 -3.73779 2.86170 0.0 0.0 0.0
H 0.99308 -1.73332 2.53910 0.0 0.0 0.0
H 4.25733 -4.78548 2.87835 0.0 0.0 0.0
H 5.30722 -4.38977 1.50810 0.0 0.0 0.0
H 5.14501 -6.06595 2.04854 0.0 0.0 0.0
H 2.07412 -6.09868 2.45080 0.0 0.0 0.0
H 2.99876 -7.35664 1.62546 0.0 0.0 0.0
H 1.65102 -6.56776 0.79875 0.0 0.0 0.0
H 4.70866 -5.16140 -0.84706 0.0 0.0 0.0
H 3.24089 -6.13366 -1.10496 0.0 0.0 0.0
H 4.59069 -6.79229 -0.19235 0.0 0.0 0.0
Br -5.62639 -4.46019 -1.08160 0.1 0.1 0.1
C -4.33509 -3.62988 0.02691 -0.1 -0.1 0.0
C -4.48800 -3.66973 1.40565 0.0 0.0 -0.1
C -3.56164 -3.02107 2.20193 0.2 0.0 0.1
C -2.50120 -2.32937 1.62736 0.1 0.1 -0.1
C -2.34902 -2.33338 0.24616 0.1 0.0 0.3
C -3.25589 -2.98817 -0.56377 0.0 0.0 -0.1
C -1.64062 -1.47797 2.51828 -0.6 -0.8 0.3
O -1.64171 -1.57384 3.71403 0.2 0.2 -0.2
O -0.91117 -0.58313 1.85805 0.2 0.8 -0.8
H -5.33018 -4.18722 1.84271 0.0 0.0 0.0
H -3.65770 -3.00432 3.27924 0.0 0.0 0.0
H -1.49558 -1.81436 -0.20498 -0.2 -0.3 -0.2
H -3.15134 -3.00234 -1.63966 0.0 0.1 0.0
C -8.50016 2.57760 -0.24494 0.1 0.0 -0.1
C -7.02681 2.29030 -0.28791 0.0 -0.1 0.0
C -6.44810 1.36761 0.56923 0.0 0.2 -0.1
C -5.07796 1.13316 0.57903 0.1 -0.2 0.1
C -4.56659 0.08478 1.51914 -0.1 0.1 0.0
C -4.26054 1.85096 -0.29644 -0.1 -0.1 -0.1
Te -2.11990 1.96470 -0.04500 -1.2 0.7 0.4
C -4.83166 2.72889 -1.23211 0.3 0.0 -0.1
C -4.04243 3.41531 -2.31771 -0.1 0.0 0.1
C -6.20427 2.92896 -1.20690 -0.1 0.0 0.1
H -8.96905 2.08480 0.60436 0.0 0.0 0.0
H -8.98369 2.23030 -1.15942 0.0 0.0 0.0
H -8.67433 3.65089 -0.16580 0.0 0.0 0.0
H -7.07456 0.81916 1.26346 0.0 0.0 0.0
H -5.11933 -0.84252 1.36403 0.1 0.0 -0.1
H -4.70490 0.37551 2.56101 0.0 0.0 0.0
H -3.51274 -0.10780 1.35359 0.0 0.0 0.0
H -2.99576 3.54282 -2.04861 0.0 0.1 -0.1
H -4.46345 4.39396 -2.54162 0.0 0.0 0.0
H -4.09330 2.81756 -3.23096 0.1 0.0 0.0
H -6.64760 3.60932 -1.92559 0.0 0.0 0.0
Cl -4.82371 -0.18007 -4.29043 0.1 0.0 0.0
C -3.06847 -0.20169 -4.15613 -0.2 0.2 0.1
Cl -2.55688 0.17979 -2.47144 -0.2 -0.5 -0.7
H -2.64196 0.55534 -4.80355 0.0 0.0 0.0
H -2.69934 -1.19366 -4.39087 0.0 0.0 0.0
Cl -2.57169 2.46471 2.19773 0.1 0.1 0.2
```
Positions in Å, forces in eV/Å.

Its total charge is +1. Its relative energy (zero: lowest compared OMol25 entry of this formula, charge and spin) is 2.778 eV. As for the highest occupied orbital energy (alpha / beta): -8.8 / -8.8 eV. Its spin multiplicity is 1. As for the HOMO-LUMO gap (alpha / beta): 5.07 / 5.07 eV.